--- a ---
ORCA calculation (ωB97M-V/def2-TZVPD) on the molecule C4H8NOP.

The calculation puts the HOMO-LUMO gap (alpha / beta) at 8.970 / 8.971 eV.

```
! RIJCOSX wB97M-V def2-TZVPD def2/J DEFGRID3
* xyz 0 1
C 1.8895 -0.0441 0.7052
C 0.4551 -0.5365 1.1250
C -0.4892 -0.1569 0.0697
C -0.7533 -0.8785 -1.1624
N 1.9221 0.7941 -0.2311
O 0.8340 1.1029 -0.8395
P -1.8642 1.1084 0.3453
H 2.6704 -0.5840 1.1553
H 0.5892 -1.6483 1.3860
H 0.1010 -0.0986 2.0530
H -1.6339 -1.4629 -1.2832
H 0.0925 -1.3853 -1.5820
H -0.7929 -0.0798 -1.8192
H -2.0692 1.8660 -0.8796
H -0.9510 2.0034 0.9574
*
```

---

--- b ---
ORCA calculation (ωB97M-V/def2-TZVPD) on a structure of composition C4H8NOP.

The calculation puts the HOMO-LUMO gap at 8.703 eV.

```
! RIJCOSX wB97M-V def2-TZVPD def2/J DEFGRID3
* xyz 0 1
C -0.6388 -0.9154 0.2083
C 0.8854 -0.8273 -0.1043
C 1.4217 0.3246 0.5093
C 0.7630 1.5204 -0.1279
N -1.3172 -1.9819 0.1024
O -2.5687 0.9274 -0.6583
P -1.4864 0.7512 0.5053
H 1.2760 -1.7257 0.4390
H 1.0630 -0.9519 -1.1222
H 1.3785 0.2800 1.5259
H 2.5495 0.4502 0.3439
H 1.0841 2.4668 0.2354
H 0.5576 1.3847 -1.1639
H -2.2231 -1.8919 0.5627
H -2.7444 0.1889 -1.2556
*
```

---

Least stable: a

---

--- a ---
ORCA calculation (ωB97M-V/def2-TZVPD) on a cluster of 3 separate species, C2H10O2S2 in total.

The calculation puts the HOMO-LUMO gap at 9.539 eV. As for the SMILES: CSSC.O.O.

```
! RIJCOSX wB97M-V def2-TZVPD def2/J DEFGRID3
* xyz 0 1
C 0.3023 -0.6588 -0.1626
S 1.3825 -0.0987 -1.5273
S 0.3978 1.5235 -2.3263
C -0.8689 0.6763 -3.2629
H -0.0552 0.2343 0.2835
H 0.7674 -1.5051 0.3248
H -0.5648 -1.0533 -0.7134
H -1.4031 -0.0238 -2.6024
H -0.3374 -0.0012 -3.9445
H -1.4993 1.3610 -3.8390
O -1.4664 2.1086 0.5710
H -1.8907 2.9161 0.2700
H -0.7358 2.0743 -0.0697
O 1.7012 -2.3900 5.8792
H 1.8783 -2.1594 4.9724
H 2.3921 -3.0037 6.1472
*
```

---

--- b ---
ORCA calculation (ωB97M-V/def2-TZVPD) on a cluster of 3 separate species, C2H10O2S2 in total.

The calculation puts the HOMO-LUMO gap at 9.469 eV. As for the SMILES: CCSS.O.O.

```
! RIJCOSX wB97M-V def2-TZVPD def2/J DEFGRID3
* xyz 0 1
C -1.9977 -0.4050 0.8700
C -1.8296 -0.9228 2.2586
S -0.3527 -2.2765 2.5625
S -1.3598 -3.9724 3.2942
H -3.1053 -0.0777 0.9525
H -1.4187 0.4354 0.6620
H -1.8031 -1.2584 0.1422
H -1.5547 0.0053 2.8089
H -2.7409 -1.3631 2.7018
H -1.7687 -4.4887 2.0506
O 0.8748 2.3623 -3.2821
H 1.5449 1.6965 -3.0456
H 0.6462 2.1616 -4.2302
O 5.0422 2.4462 -2.8669
H 4.1691 2.6201 -2.3529
H 5.6542 3.0374 -2.5255
*
```

---

--- c ---
ORCA calculation (ωB97M-V/def2-TZVPD) on a cluster of 3 separate species, C2H10O2S2 in total.

The calculation puts the HOMO-LUMO gap at 8.670 eV. As for the SMILES: CCSS.O.O.

```
! RIJCOSX wB97M-V def2-TZVPD def2/J DEFGRID3
* xyz 0 1
C 1.4288 -0.8940 -2.0747
C 1.1211 0.3504 -1.1732
S -0.7258 0.4028 -0.9656
S -0.9070 1.5961 0.6856
H 0.7053 -0.9217 -2.9086
H 1.3338 -1.8451 -1.5017
H 2.4203 -0.7802 -2.4768
H 1.4846 1.2487 -1.6579
H 1.6087 0.3188 -0.1628
H -2.2809 1.6481 0.8602
O 1.5760 -0.7104 1.8934
H 1.6042 -1.0425 2.8221
H 0.8314 -1.0893 1.5004
O -0.8466 -2.1178 1.2558
H -1.5703 -1.9785 1.9011
H -1.1468 -1.6534 0.3985
*
```

---

Least stable: b

---

--- a ---
ORCA calculation (ωB97M-V/def2-TZVPD) on a cluster of 2 separate species, C4H5NO2 in total.

The calculation puts the HOMO-LUMO gap at 9.866 eV.

```
! RIJCOSX wB97M-V def2-TZVPD def2/J DEFGRID3
* xyz 0 1
C -1.4737 -0.3628 -0.6092
C -0.0060 -0.0549 -0.4560
C 0.3565 1.3858 -0.1353
O 1.4835 1.7636 0.0544
C 1.5274 -0.2390 2.2886
O 2.6134 -0.5593 2.2131
N 0.9568 -0.8764 -0.5623
H -1.7857 -0.2213 -1.6508
H -1.6821 -1.3994 -0.3295
H -2.0915 0.2937 0.0122
H -0.5029 2.0869 -0.0659
H 0.6044 -1.8169 -0.7593
*
```

---

--- b ---
ORCA calculation (ωB97M-V/def2-TZVPD) on the molecule C4H5NO2.

The calculation puts the HOMO-LUMO gap at 9.250 eV. As for the SMILES: Nc1cocc1O.

```
! RIJCOSX wB97M-V def2-TZVPD def2/J DEFGRID3
* xyz 0 1
N 1.6814 -0.6291 0.5710
C 0.5776 0.0827 -0.0272
C 0.5575 1.0267 -0.9714
O -0.8418 1.2228 -1.3152
C -1.6106 0.3489 -0.5837
C -0.8476 -0.3455 0.2734
O -1.4715 -1.3374 1.0447
H 2.5572 -0.2821 0.2276
H 1.7898 -0.3105 1.5377
H 1.2046 1.6216 -1.6166
H -2.7352 0.3638 -0.7134
H -0.8614 -1.7619 1.5730
*
```

---

--- c ---
ORCA calculation (ωB97M-V/def2-TZVPD) on the molecule C4H5NO2.

The calculation puts the HOMO-LUMO gap at 10.580 eV. As for the SMILES: O=C1CCC(=O)N1.

```
! RIJCOSX wB97M-V def2-TZVPD def2/J DEFGRID3
* xyz 0 1
O 2.1978 -1.1030 -0.0760
C 1.1003 -0.5568 -0.0250
C 0.7870 0.9255 0.0062
C -0.7335 0.8964 -0.0625
C -1.1457 -0.5941 -0.0954
O -2.2928 -1.0258 0.0165
N 0.0527 -1.3674 -0.0552
H 1.4199 1.5994 -0.7127
H 1.1912 1.2604 1.0736
H -1.2358 1.2781 0.7721
H -1.4335 1.1180 -1.0742
H 0.0923 -2.4308 0.2324
*
```

---

Least stable: b

---

--- a ---
ORCA calculation (ωB97M-V/def2-TZVPD) on a cluster of 5 separate species, H10O5 in total.

The calculation puts the HOMO-LUMO gap at 11.242 eV. As for the SMILES: O.O.O.O.O.

```
! RIJCOSX wB97M-V def2-TZVPD def2/J DEFGRID3
* xyz 0 1
O -0.5959 0.1473 1.3286
H -1.4284 0.2615 0.8267
H -0.6803 -0.7601 1.5220
O 2.2570 -2.9428 -0.7784
H 3.0085 -3.4724 -0.6880
H 1.7118 -3.3672 -0.0807
O 2.2746 0.2503 0.4588
H 3.1454 0.5698 0.6123
H 1.7319 0.9818 -0.0273
O 1.0810 3.2220 -0.8476
H 1.1228 4.1435 -1.0895
H 1.0827 3.2228 0.1412
O -4.6743 -0.4612 -0.5070
H -5.4998 -0.5537 0.0447
H -4.5371 -1.2415 -0.9158
*
```

---

--- b ---
ORCA calculation (ωB97M-V/def2-TZVPD) on a cluster of 5 separate species, H10O5 in total.

The calculation puts the HOMO-LUMO gap at 9.905 eV. As for the SMILES: O.O.O.O.O.

```
! RIJCOSX wB97M-V def2-TZVPD def2/J DEFGRID3
* xyz 0 1
O -0.3860 -1.5536 0.1425
H -1.0779 -2.0828 -0.2701
H -0.1555 -0.9033 -0.5306
O 0.3285 2.5419 -1.7140
H -0.1543 1.8515 -2.1820
H -0.2426 3.3153 -1.7826
O 2.6348 -1.7970 -2.4433
H 3.5621 -1.5559 -2.5486
H 2.4752 -1.7075 -1.4970
O -2.8497 -1.6367 3.8547
H -2.0291 -1.2308 4.1561
H -2.8627 -2.4941 4.2948
O 0.0638 2.0944 0.3004
H -0.3192 2.8946 -0.0764
H 1.0126 2.2641 0.2962
*
```

---

--- c ---
ORCA calculation (ωB97M-V/def2-TZVPD) on a cluster of 5 separate species, H10O5 in total.

The calculation puts the HOMO-LUMO gap at 11.364 eV. As for the SMILES: O.O.O.O.O.

```
! RIJCOSX wB97M-V def2-TZVPD def2/J DEFGRID3
* xyz 0 1
O -1.8033 0.1378 0.1587
H -0.9337 0.1947 0.5704
H -1.6136 -0.0799 -0.7608
O 0.0620 0.5830 -4.6042
H 0.9873 0.6406 -4.3406
H -0.2101 -0.2951 -4.3146
O 2.5044 0.0953 3.2133
H 2.4677 1.0583 3.2281
H 2.9834 -0.1087 2.4021
O -0.0182 -0.9416 -1.7004
H 0.7494 -1.5233 -1.7384
H -0.7185 -1.5003 -1.3447
O -1.0815 0.2360 2.9939
H -0.6103 0.2888 2.1547
H -0.4094 0.4414 3.6535
*
```

---

Least stable: b